Here is an isolated ion of composition CH7N2O2 and charge +1 from OMol25. Energies are from ωB97M-V/def2-TZVPD.

Structure (XYZ):
```
12
Properties=species:S:1:pos:R:3:forces:R:3:nbo_charge:R:1
C 0.163546 0.115199 0.363883 -2.769 1.133 -3.804 0.8426
N -0.233716 0.965083 -0.952491 0.418 0.243 2.872 -0.9121
N -0.283120 -1.341913 -0.263609 3.443 -1.711 1.230 -0.7880
O -0.745121 0.232447 1.364537 -0.003 -0.449 0.484 -0.7248
O 1.442545 0.026668 0.611316 3.373 2.005 -0.252 -0.6944
H -1.126059 1.481031 -0.689569 1.653 -0.612 -0.633 0.4022
H 0.524521 1.645097 -1.231608 -1.259 -0.899 0.549 0.3987
H -0.808079 -1.976247 0.363945 -0.860 1.121 -0.560 0.4567
H 0.583839 -2.028401 -0.410246 -1.777 2.403 -0.193 0.4524
H -0.624898 -0.928622 -1.136188 -0.674 -1.017 -0.266 0.4806
H -0.990648 1.076023 1.792961 0.853 -0.155 -0.671 0.5396
H 2.097188 0.733635 0.187068 -2.397 -2.062 1.246 0.5464
```
Positions in Å, forces in eV/Å.

Its charge is +1. As for the SMILES: NC([NH3+])(O)O. The calculation puts the HOMO energy at -15.461 eV. For the orbital gap, the calculation gives 11.77 eV. As for the energy above the lowest of the compared OMol25 structures with the same formula, charge and spin: 63.1 kcal/mol.